#i
ORCA calculation (wB97M-V/def2-TZVPD) on a 2-piece molecular cluster, C2H4ClOP overall.

Geometry as XYZ:
```
9
Properties=species:S:1:pos:R:3:lowdin_charge:R:1
C 0.221 -0.512 0.528 -0.1060
O -3.465 -0.087 -1.345 -0.5394
H 0.046 -0.383 1.524 0.0204
H -0.172 -1.433 0.143 0.0368
Cl -1.934 -1.996 -2.788 0.1363
P -2.088 -0.161 -1.901 0.4748
H 0.766 1.522 -0.020 0.0540
H 0.640 0.235 -1.420 0.0612
C 0.580 0.473 -0.259 -0.1382
```

Summary:
Frontier orbital gap: 9.410 eV
Structure (SMILES): O=PCl.C=C
HOMO energy: -10.30 eV


#ii
ORCA calculation (wB97M-V/def2-TZVPD) on C2H4ClOP as an isolated structure.

Geometry as XYZ:
```
9
Properties=species:S:1:pos:R:3:lowdin_charge:R:1
H -0.936 0.075 1.346 0.0792
C -0.275 0.437 -0.615 -0.3700
O 0.468 -1.196 0.875 -0.3755
H -0.276 1.425 -0.204 0.0567
H -0.690 0.470 -1.692 0.0961
P 1.399 -0.445 -0.663 0.5930
C -0.710 -0.494 0.482 -0.4279
Cl 2.713 0.811 0.114 0.2163
H -1.692 -1.084 0.357 0.1320
```

Summary:
Frontier orbital gap: 9.612 eV
HOMO energy: -9.32 eV


Most favorable first, least favorable last: #i, #ii


#i
ORCA calculation (wB97M-V/def2-TZVPD) on one molecule with the formula C3H9N3S.

Geometry as XYZ:
```
16
Properties=species:S:1:pos:R:3:lowdin_charge:R:1
H -0.457 2.335 -0.962 0.0704
N 0.361 -0.628 -0.162 -0.2459
C -0.867 -0.282 -0.096 -0.5283
H -0.312 2.515 0.660 0.0669
C 3.028 -0.348 0.094 -0.4180
H 2.853 -0.911 0.989 0.0180
H 3.853 0.322 0.291 0.0277
H -2.639 -1.308 -0.867 0.0824
N -1.460 0.923 0.136 -0.0676
C -1.873 -1.431 -0.078 -0.0378
H -2.440 0.908 0.271 0.1130
H 3.213 -0.995 -0.740 0.0222
H -2.419 -1.516 0.865 0.0748
H -1.420 -2.406 -0.162 0.0679
S 1.547 0.623 -0.163 0.7807
N -0.966 2.200 -0.075 -0.0266
```

Summary:
Frontier orbital gap: 8.632 eV
Structure (SMILES): CS/N=C(/C)NN
HOMO energy: -7.66 eV


#ii
ORCA calculation (wB97M-V/def2-TZVPD) on C3H9N3S as an isolated structure.

Geometry as XYZ:
```
16
Properties=species:S:1:pos:R:3:lowdin_charge:R:1
S -0.636 -0.300 -1.253 0.7125
C 1.810 -0.381 1.828 -0.0869
N 0.592 -0.490 -0.189 -0.4134
H 2.538 -0.521 0.481 0.2064
H 1.045 -0.853 -2.924 0.0042
H 0.271 1.364 2.521 0.1027
C 0.042 -1.221 -2.774 -0.3670
N -1.527 1.656 1.304 0.0328
N -0.156 1.078 1.653 -0.0377
H 1.675 -1.609 2.499 0.1766
C 0.587 0.069 1.030 -0.5703
H -2.171 0.943 1.427 0.0119
H -0.233 -2.328 -2.566 0.0427
H 2.292 0.521 2.221 0.0196
H -0.757 -0.967 -3.658 0.0756
H -1.494 1.728 0.165 0.0903
```

Summary:
Frontier orbital gap: 8.256 eV
HOMO energy: -7.46 eV


#iii
ORCA calculation (wB97M-V/def2-TZVPD) on a 2-piece molecular cluster, C3H9N3S overall.

Geometry as XYZ:
```
16
Properties=species:S:1:pos:R:3:lowdin_charge:R:1
C 1.362 -0.375 1.541 -0.2973
H 2.307 -0.899 1.724 0.1052
H -1.261 -1.148 -1.452 0.0828
N -1.133 3.211 -0.371 0.0111
H 0.190 -1.480 -2.429 0.0836
H -1.801 2.591 0.087 -0.0573
N 1.677 0.921 1.006 -0.4045
C 0.473 -1.142 0.538 -0.2219
C -0.312 -0.734 -1.802 -0.1255
H 0.848 -2.152 0.355 0.1165
H -0.514 0.154 -2.395 0.0741
H 0.865 -0.245 2.507 0.1032
H -0.731 3.777 0.374 -0.0520
H -0.563 -1.213 0.898 0.1120
N 0.529 -0.380 -0.691 -0.5010
S 1.148 1.151 -0.430 0.9709
```

Summary:
Frontier orbital gap (alpha / beta): 8.910 / 6.508 eV
HOMO energy (alpha / beta): -8.53 / -6.80 eV


Most favorable first, least favorable last: #i, #iii, #ii


#i
ORCA calculation (wB97M-V/def2-TZVPD) on a 2-piece molecular cluster, C6H12O2 overall.

Geometry as XYZ:
```
20
Properties=species:S:1:pos:R:3:lowdin_charge:R:1
C 1.069 -0.184 1.621 -0.2011
C 0.862 -1.976 -0.174 -0.1872
H 2.502 -0.678 0.074 0.1097
H 0.980 2.186 0.321 0.1216
H -1.044 0.323 1.600 0.1284
O -4.065 2.081 -4.481 -0.0592
H -0.128 1.243 2.679 0.1082
C 1.422 -0.615 0.179 -0.2031
C -0.073 0.824 1.700 -0.1682
C 1.367 -3.143 0.202 -0.0068
H -0.027 -1.938 -0.794 0.0970
O -0.921 2.789 0.672 0.0560
H 0.909 -1.064 2.239 0.1081
H -4.968 2.189 -4.790 0.0289
H 0.892 -4.000 -0.265 0.0492
C -0.003 2.021 0.779 -0.2717
H -3.922 2.875 -3.960 0.0303
H 1.016 0.125 -0.508 0.0915
H 1.943 0.325 2.045 0.1075
H 2.190 -3.385 0.862 0.0611
```

Summary:
Frontier orbital gap: 10.677 eV
Structure (SMILES): C=CCCCC=O.O
HOMO energy: -9.77 eV


#ii
ORCA calculation (wB97M-V/def2-TZVPD) on a 2-piece molecular cluster, C6H12O2 overall.

Geometry as XYZ:
```
20
Properties=species:S:1:pos:R:3:lowdin_charge:R:1
H -2.100 -2.072 0.758 0.0851
H -2.359 -1.908 -0.958 0.0793
C -2.143 1.127 0.123 -0.0077
H 1.150 2.087 -1.453 0.0522
C -1.576 -1.975 -0.197 -0.1164
C 1.777 0.228 -0.699 -0.1906
H 2.552 -1.369 0.276 0.0880
H -2.036 1.278 -0.949 0.0831
H -3.097 0.649 0.347 0.0909
H -2.241 2.051 0.690 0.0845
H 3.382 0.580 0.423 0.1048
O -0.886 0.115 1.847 0.1061
H -0.994 -2.890 -0.325 0.0842
H 1.421 2.126 0.210 0.0667
C 1.134 1.445 -0.581 -0.0618
C 2.699 -0.286 0.367 -0.1212
H 3.027 -0.472 1.391 0.0830
O -0.684 -0.870 -0.238 -0.2035
C -0.951 0.346 0.658 -0.4156
H 1.927 -0.190 -1.690 0.1089
```

Summary:
Frontier orbital gap: 9.188 eV
Structure (SMILES): COC(C)=O.C=CC
HOMO energy: -8.94 eV


#iii
ORCA calculation (wB97M-V/def2-TZVPD) on one molecule with the formula C6H12O2.

Geometry as XYZ:
```
20
Properties=species:S:1:pos:R:3:lowdin_charge:R:1
C -0.311 -1.990 1.964 -0.0745
H -0.182 3.059 -0.407 0.1165
H 2.363 0.396 0.129 0.1293
H -1.812 -1.097 0.687 0.1192
H 0.038 -1.067 2.423 0.0676
H 1.878 0.065 -1.549 0.1324
O 1.527 1.991 -0.840 -0.1283
C 0.172 2.348 -1.157 -0.1849
C 0.199 0.186 -0.204 -0.3533
H -1.262 -2.687 0.161 0.1181
H -1.653 1.226 -0.783 0.1158
C -0.640 1.055 -1.144 -0.0980
H 0.044 0.541 0.824 0.1537
C -0.931 -1.747 0.601 -0.2597
C 1.603 0.589 -0.626 -0.1429
H -1.048 -2.435 2.636 0.0766
H 0.535 -2.672 1.873 0.0789
H -0.679 0.591 -2.129 0.1241
H 0.166 2.847 -2.128 0.1165
O -0.007 -1.197 -0.329 -0.1071
```

Summary:
Frontier orbital gap: 10.555 eV
Structure (SMILES): CCO[C@@H]1CCOC1
HOMO energy: -9.53 eV


#iv
ORCA calculation (wB97M-V/def2-TZVPD) on one molecule with the formula C6H12O2.

Geometry as XYZ:
```
20
Properties=species:S:1:pos:R:3:lowdin_charge:R:1
H 0.169 1.342 -1.689 0.0796
H 0.659 1.181 1.888 0.1430
H -1.192 2.089 -0.876 0.0906
H -1.326 -0.156 2.066 0.0843
H 0.742 -1.198 -2.051 0.1081
H 1.842 -2.040 -0.936 0.0951
H 0.375 -2.735 0.569 0.1307
H -2.451 -0.215 0.712 0.0890
C 0.948 0.907 0.855 -0.4147
C -0.741 1.129 -1.131 -0.0266
C 1.260 -1.128 -1.090 0.0050
C -0.430 0.364 0.148 -0.4491
H 1.926 -0.258 -1.135 0.0985
H -1.444 0.580 -1.763 0.0890
O 1.764 1.593 0.180 -0.1215
C 0.266 -0.918 -0.003 -0.3167
H -1.913 1.348 1.344 0.0909
H 1.372 -0.227 1.139 0.1617
C -1.597 0.327 1.125 -0.0388
O -0.227 -1.982 0.649 0.1016
```

Summary:
Frontier orbital gap: 8.363 eV
HOMO energy: -8.05 eV


Most favorable first, least favorable last: #iii, #i, #iv, #ii